ORCA calculation (the ωB97M-V functional and the def2-TZVPD basis) on a cluster of 2 separate species, C4H15N2O in total at a distorted geometry.

XYZ file:
```
22
Properties=species:S:1:pos:R:3:forces:R:3:mulliken_charge:R:1
H 0.402029 2.614062 2.454159 0.8 -1.2 0.2 0.3058
H 1.634124 -1.174094 -2.111765 0.2 -0.5 0.0 0.3648
H -1.364615 -0.321083 0.608621 -0.7 0.1 -0.1 0.3877
H -0.233836 0.871817 2.336102 1.6 1.5 -0.3 0.2202
H 1.566106 1.063226 2.157323 -0.4 1.0 0.3 0.2854
H -0.710290 -2.853422 1.554014 -0.4 0.2 0.6 0.3346
H -0.306038 -3.876758 0.489705 0.7 1.8 0.7 0.3534
N 0.417156 1.753020 0.525112 2.6 0.7 -0.1 -0.3775
C -1.031289 0.031758 -0.360896 0.8 2.2 -0.3 -0.7453
C 0.593264 -0.894146 -2.071568 1.1 2.8 1.4 -0.8665
H -0.492293 2.068589 -1.297154 -0.6 -0.7 1.1 0.3446
N 0.302992 -0.612195 -0.522658 -1.7 -2.5 -3.9 -0.0540
C -0.752030 1.619604 -0.288838 -0.2 -1.2 0.1 -0.4927
H -1.722116 -0.105785 -1.198407 0.2 -0.7 0.4 0.3286
H 1.177446 2.307716 0.122493 -0.8 0.0 0.2 0.2462
H -1.697003 2.047305 0.095996 0.5 0.2 -0.1 0.3070
H -0.043017 -1.708186 -2.333116 -0.5 -0.1 -0.6 0.3855
H 0.978124 0.078946 -0.138302 0.0 -0.4 0.6 0.4025
C 0.619305 1.614030 1.993080 -3.3 -1.2 -0.6 -0.7299
H 0.148822 -1.641180 -0.195442 1.2 1.9 0.7 0.4034
O -0.056874 -2.970224 0.870008 -0.4 -2.2 -1.4 -0.7132
H 0.570033 0.086995 -2.688464 -0.7 -1.8 1.1 0.3093
```
Forces are in eV/Å.

Net charge ... +1
Largest force on an atom ... 4.93 eV/A
Relative energy (zero: lowest compared OMol25 entry of this formula, charge and spin) ... 2.1963 eV
HOMO level ... -12.8 eV
Total energy ... -345.8650 Eh
Gap between HOMO and LUMO ... 9.881 eV